[1]
{"formula": "C5H25NO6S", "method": "wB97M-V/def2-TZVPD", "smiles": "CNCCCCS.O.O.O.O.O.O", "homo_lumo_gap_ha": 0.3232, "multiplicity": 1, "e_tot_ev": -30197.882, "lumo_ev": 0.1, "species": ["S", "O", "O", "O", "O", "O", "O", "N", "C", "C", "C", "C", "C", "H", "H", "H", "H", "H", "H", "H", "H", "H", "H", "H", "H", "H", "H", "H", "H", "H", "H", "H", "H", "H", "H", "H", "H", "H"], "coordinates": [[0.720, 2.161, -2.895], [-2.435, 0.666, 3.317], [-1.732, 3.617, 2.286], [-0.707, -2.151, 3.781], [3.839, -2.461, -2.792], [-2.239, -1.265, -2.148], [-3.148, 0.865, -0.802], [1.372, -2.036, 1.071], [0.675, -0.776, 1.473], [1.189, 0.510, 0.801], [0.847, 0.614, -0.589], [1.722, 1.620, -1.505], [0.635, -2.762, 0.090], [-2.972, -0.003, -1.191], [1.093, -3.830, 0.007], [0.949, -0.534, 2.559], [0.597, 3.622, -2.472], [-3.207, 0.367, 3.827], [-0.708, -2.453, 4.676], [0.816, 1.344, 1.399], [-1.837, -1.963, -1.650], [2.208, -1.719, 0.562], [-3.128, -1.454, -2.537], [-0.209, 1.024, -0.711], [-1.758, 2.744, 2.923], [-0.448, -0.856, 1.460], [2.609, 1.148, -1.822], [0.698, -0.311, -1.157], [-0.108, -2.895, 3.434], [-2.133, 3.350, 1.437], [-2.427, 1.025, -0.086], [3.882, -3.241, -2.267], [-0.286, -3.223, 0.418], [2.322, 0.629, 1.014], [2.962, -2.570, -3.280], [-1.874, -0.106, 3.373], [0.800, -2.202, -0.994], [2.009, 2.372, -0.865]], "atomic_forces_ev_per_a": [[-0.0468, 3.3416, 0.5213], [-0.6361, -0.0324, 0.3815], [-0.0752, -3.0798, 1.9184], [1.5077, -2.0107, -1.2480], [-2.0475, 0.6796, -1.6010], [-0.9857, 0.9989, -1.1752], [1.3748, 1.0098, 2.1871], [-0.3740, 1.5180, 0.2521], [0.7959, 1.0211, 2.2874], [2.0178, -0.5445, 2.4800], [-1.7949, 2.0558, -4.2725], [-2.3650, -2.5161, 0.9084], [2.1917, -2.1954, -2.9518], [0.5856, 0.2153, 0.2304], [0.2477, 1.7481, -0.4272], [-0.6302, -0.9130, -1.1621], [0.2070, -3.0217, -0.9034], [0.1553, 0.4556, -0.3022], [-0.4615, 0.1694, 1.3875], [-0.3356, 0.1635, -0.1953], [-0.3142, -0.9754, 0.2047], [-0.1485, -0.2742, 0.7121], [1.3502, -0.5668, 0.6759], [1.0785, -0.2710, 0.4110], [-0.1678, 3.0309, -2.6732], [1.0952, -0.1452, -0.3298], [0.9947, -0.6899, -0.6303], [0.6349, -0.1524, 0.3287], [-1.1403, 1.9038, -0.0638], [0.1768, -0.0823, 0.7397], [-1.9653, -0.7017, -2.0312], [0.1862, -1.0005, 0.7177], [-1.1779, 1.3770, -0.0921], [-1.4052, -0.6524, -0.5210], [1.8265, 0.3321, 0.9146], [0.6673, -0.4296, -0.1165], [-1.5187, -1.8943, 2.3396], [0.4963, 2.1288, 1.0987]]}


[2]
{"formula": "C5H25NO7", "method": "wB97M-V/def2-TZVPD", "smiles": "C=C(N)CCC.O.O.O.O.O.O.O", "homo_lumo_gap_ha": 0.3424, "multiplicity": 1, "e_tot_ev": -21410.792, "lumo_ev": 0.4, "species": ["O", "O", "O", "O", "O", "O", "O", "N", "C", "C", "C", "C", "C", "H", "H", "H", "H", "H", "H", "H", "H", "H", "H", "H", "H", "H", "H", "H", "H", "H", "H", "H", "H", "H", "H", "H", "H", "H"], "coordinates": [[-0.545, -2.814, -0.055], [-2.960, -1.901, -0.740], [-3.145, 0.916, -1.125], [2.741, 0.472, -0.255], [2.189, 2.937, -0.825], [2.389, -1.023, -2.689], [1.355, -3.259, -1.953], [-0.849, 2.704, -0.083], [-1.012, 0.816, 1.643], [-0.115, 0.340, -0.794], [-0.560, 1.200, 0.184], [0.006, -0.227, 2.194], [0.733, 0.494, 3.348], [2.373, 3.726, -0.300], [-3.260, -2.723, -1.096], [0.104, 0.454, -1.814], [-1.776, 2.997, 0.287], [0.767, -0.528, 1.521], [-1.145, 1.687, 2.388], [-2.066, 0.315, 1.784], [-2.074, -2.051, -0.256], [-4.149, 1.065, -0.883], [2.526, 1.339, -0.688], [-0.706, -3.707, 0.283], [-0.580, -1.090, 2.711], [-0.068, -0.698, -0.543], [2.002, 0.411, 0.385], [1.900, -0.508, -3.334], [1.892, 0.308, 3.559], [-1.032, 2.826, -1.006], [0.187, 0.715, 4.190], [2.048, -2.545, -2.014], [1.263, 2.508, -0.601], [-2.990, -0.072, -0.917], [0.064, -2.825, -0.718], [2.615, -0.503, -1.924], [1.008, -3.300, -2.843], [0.874, 1.545, 2.978]], "atomic_forces_ev_per_a": [[-3.4077, -0.0011, 4.0255], [1.3597, 1.1217, 1.3978], [-2.8357, -1.0895, 1.1615], [-0.5808, 0.1142, -0.0149], [-2.3021, -1.0640, -0.2154], [0.2967, -0.5729, -1.0865], [0.6116, 0.1162, 0.4912], [0.4061, -2.6460, 3.4441], [-0.9130, -1.1294, -0.0005], [-1.2933, 0.9106, 3.2881], [-2.2216, 1.9766, -0.9988], [-1.5935, 0.0340, 3.7526], [4.3233, 1.8598, -2.3985], [-0.5863, -0.3927, 0.1287], [-0.0268, -0.7311, -0.2583], [0.0604, 1.1830, -1.0998], [1.0621, -0.7838, 0.4620], [0.0396, -0.7780, -0.8438], [0.7444, -0.9215, -1.6068], [1.6974, 0.9503, -1.3446], [-1.4739, -0.3059, -1.2414], [3.0756, -0.6320, -0.7798], [0.9971, -0.6424, 0.6051], [0.4227, 0.3140, -0.3360], [1.2620, 0.9992, -1.5083], [0.2824, -0.2861, 0.5220], [0.6711, -0.2054, -0.5380], [0.1037, 0.1929, 0.2604], [-2.6716, -0.6092, -0.1237], [-0.1383, 0.1397, -3.7596], [-1.2877, -0.3879, 2.2636], [-1.0050, -0.6627, -0.2252], [2.2732, 2.3030, -0.1117], [-0.5848, 1.7978, -0.5701], [3.2240, -0.6434, -3.3917], [0.0576, 1.0083, 0.9154], [-0.0533, -0.0204, -0.2509], [0.0047, -0.5161, -0.0135]]}


[3]
{"formula": "C5H25NO8", "method": "wB97M-V/def2-TZVPD", "smiles": "CCC[C@H](N)C=O.O.O.O.O.O.O.O", "homo_lumo_gap_ha": 0.3328, "multiplicity": 1, "e_tot_ev": -23459.963, "lumo_ev": 0.1, "species": ["O", "O", "O", "O", "O", "O", "O", "O", "N", "C", "C", "C", "C", "C", "H", "H", "H", "H", "H", "H", "H", "H", "H", "H", "H", "H", "H", "H", "H", "H", "H", "H", "H", "H", "H", "H", "H", "H", "H"], "coordinates": [[-1.146, 2.181, -1.525], [0.942, -0.565, 3.697], [-0.322, 3.396, 0.759], [-2.646, -0.174, -2.742], [1.755, 1.967, 3.075], [-1.886, -2.775, -3.659], [2.347, 0.172, -0.793], [3.793, 1.202, 1.342], [1.019, -1.580, -2.345], [1.144, 0.102, -0.684], [0.230, -1.004, -1.265], [-1.515, -1.686, 0.379], [-1.636, -0.541, 1.369], [-0.114, -1.975, -0.139], [0.976, -0.732, 4.636], [-1.172, -2.170, -3.902], [0.782, -1.888, 0.509], [1.989, -1.291, -2.343], [2.007, 2.806, 3.464], [-0.635, -0.560, -1.783], [4.611, 0.713, 1.468], [-0.138, -3.067, -0.328], [-3.458, 0.123, -2.333], [-0.173, 3.382, 1.711], [1.112, 0.358, 3.459], [-1.894, 0.434, -2.692], [-0.949, 2.528, -0.644], [-2.325, -1.445, -0.384], [-2.316, -2.156, -3.040], [0.345, 4.049, 0.444], [-1.170, -0.803, 2.322], [2.565, 1.547, 2.724], [-1.936, -2.542, 0.928], [-1.546, 2.721, -2.210], [1.039, -2.590, -2.465], [-2.590, -0.040, 1.386], [3.287, 0.732, 0.657], [-1.038, 0.278, 1.026], [0.665, 0.889, -0.081]], "atomic_forces_ev_per_a": [[0.2016, -1.6207, -0.8144], [-0.2262, -0.8035, -0.8304], [0.8716, 1.0382, -0.1244], [0.2370, -0.8569, -0.7213], [-0.1764, 0.0054, -0.0728], [0.1779, 0.7922, 0.5224], [-0.0314, -0.6538, -0.3808], [-0.0013, 0.0466, 0.3846], [0.6983, -0.7085, -0.9945], [-1.0123, 0.5625, 0.5069], [1.6555, -0.2027, -1.7632], [-2.1078, 0.3036, 1.1937], [1.2133, 0.4882, -0.0815], [-0.2634, -0.3489, 0.1293], [0.1317, 0.5313, 0.1667], [0.2979, -0.4388, -0.3912], [-1.0559, -0.0362, 0.8028], [-0.0958, 0.1906, 0.1980], [0.1958, -0.0807, 0.0750], [0.1490, -0.0464, 1.1288], [-0.0395, -0.0700, -0.0602], [0.3497, 0.6876, -1.1268], [0.3635, 0.6948, 0.2146], [-0.0742, -0.3800, 0.0421], [-0.0658, 0.0531, 0.8471], [-0.8745, 0.4025, 0.5641], [-0.4262, 0.8846, -0.3076], [1.6181, -0.6614, 0.0803], [-0.3521, -0.4528, -0.1896], [-0.6774, -0.7210, 0.1597], [-0.6007, 0.1059, 0.1900], [0.1215, 0.4229, -0.2895], [0.3429, -0.1505, -0.3989], [0.1178, 0.6977, 0.8734], [-0.5505, 0.2612, 0.4463], [-0.7292, -0.5472, 0.5844], [0.1237, 0.1152, -0.2317], [0.7695, 0.6806, -0.3596], [-0.2754, -0.1847, 0.0278]]}